C32H83CrN7O11 | wB97M-V/def2-TZVPD

2S+1   4
E_tot   -3524.26307 a.u.
ΔE to the lowest compared entry with this formula, charge and spin   20.58 kcal/mol
Total charge   +1

Geometry (Å):
1 Cr 0.483 1.980 -1.567
2 C -0.673 0.174 1.903
3 C -0.266 0.827 0.641
4 O -0.884 0.679 -0.488
5 O 0.645 1.708 0.609
6 H -1.116 0.871 2.606
7 H 0.205 -0.301 2.353
8 H -1.315 -0.687 1.739
9 C 3.320 4.739 -2.487
10 C 2.441 3.575 -2.189
11 O 2.468 2.951 -1.085
12 O 1.489 3.202 -2.984
13 H 3.019 5.586 -1.879
14 H 3.331 4.954 -3.551
15 H 4.342 4.463 -2.216
16 C 1.822 -2.027 -2.874
17 C 1.498 -1.061 -1.771
18 C 2.293 -1.402 -0.512
19 O 1.895 -2.721 -0.264
20 C 2.790 -3.503 0.507
21 N 1.697 0.406 -2.202
22 H 2.803 -1.915 -3.343
23 H 1.068 -1.973 -3.665
24 H 1.751 -3.053 -2.513
25 H 0.452 -1.127 -1.474
26 H 2.030 -0.777 0.343
27 H 3.368 -1.269 -0.720
28 H 3.688 -3.712 -0.080
29 H 2.286 -4.436 0.747
30 H 3.055 -3.018 1.451
31 H 2.720 0.458 -2.279
32 H 1.473 0.316 -3.215
33 C -2.654 -0.006 -3.619
34 C -1.151 0.222 -3.667
35 C -0.559 -0.026 -5.043
36 O 0.848 -0.169 -4.907
37 C 1.520 -0.258 -6.137
38 N -0.831 1.671 -3.209
39 H -3.159 0.665 -4.328
40 H -3.051 0.205 -2.625
41 H -2.978 -1.009 -3.899
42 H -0.702 -0.403 -2.893
43 H -0.768 0.833 -5.699
44 H -0.993 -0.944 -5.456
45 H 2.584 -0.162 -5.922
46 H 1.188 0.482 -6.862
47 H 1.427 -1.276 -6.537
48 H -1.768 2.067 -3.031
49 H -0.610 2.151 -4.088
50 C -2.335 3.982 0.662
51 C -2.088 3.619 -0.811
52 C -2.982 4.354 -1.749
53 O -3.070 3.586 -2.943
54 C -4.267 3.824 -3.656
55 N -0.600 3.754 -1.137
56 H -2.139 5.043 0.830
57 H -1.782 3.327 1.330
58 H -3.397 3.803 0.857
59 H -2.373 2.567 -0.881
60 H -2.537 5.325 -1.998
61 H -3.997 4.424 -1.355
62 H -4.328 3.176 -4.524
63 H -4.378 4.867 -3.972
64 H -5.137 3.600 -3.018
65 H -0.204 4.165 -0.285
66 H -0.488 4.539 -1.787
67 C -1.714 -3.045 -2.243
68 C -1.892 -3.907 -1.009
69 C -1.957 -5.370 -1.356
70 O -2.973 -5.563 -2.284
71 C -3.312 -6.905 -2.467
72 N -0.874 -3.730 0.038
73 H -2.540 -3.156 -2.942
74 H -0.781 -3.358 -2.734
75 H -1.566 -1.990 -1.986
76 H -2.848 -3.692 -0.515
77 H -2.117 -5.984 -0.466
78 H -1.010 -5.689 -1.830
79 H -4.346 -6.972 -2.801
80 H -3.144 -7.551 -1.599
81 H -2.710 -7.356 -3.278
82 H 0.067 -3.988 -0.249
83 H -0.775 -2.726 0.154
84 C -5.713 -1.260 3.577
85 C -4.910 -0.048 3.070
86 C -4.291 -0.443 1.741
87 O -5.334 -0.502 0.784
88 C -4.897 -0.963 -0.464
89 N -5.825 1.104 2.945
90 H -6.667 -1.280 3.052
91 H -5.964 -1.140 4.630
92 H -5.132 -2.168 3.423
93 H -4.123 0.110 3.810
94 H -3.731 -1.387 1.755
95 H -3.591 0.340 1.386
96 H -3.990 -0.453 -0.850
97 H -5.676 -0.816 -1.210
98 H -4.611 -2.027 -0.443
99 H -5.277 1.960 2.961
100 H -6.302 1.043 2.053
101 C 6.334 -1.696 5.075
102 C 4.951 -2.283 5.335
103 C 4.363 -2.894 4.089
104 O 3.076 -3.410 4.292
105 C 2.111 -2.409 4.380
106 N 5.100 -3.400 6.309
107 H 6.870 -1.548 6.020
108 H 6.291 -0.692 4.650
109 H 6.991 -2.335 4.483
110 H 4.300 -1.480 5.708
111 H 4.986 -3.747 3.827
112 H 4.330 -2.134 3.293
113 H 2.292 -1.625 3.634
114 H 2.044 -1.986 5.387
115 H 1.132 -2.849 4.168
116 H 4.148 -3.717 6.513
117 H 5.408 -2.989 7.191
118 C 5.052 3.440 2.136
119 C 3.779 2.640 2.396
120 C 2.590 3.553 2.638
121 O 1.622 2.839 3.385
122 C 0.536 3.656 3.823
123 N 3.596 1.670 1.305
124 H 5.325 4.022 3.025
125 H 5.011 4.172 1.323
126 H 5.866 2.745 1.942
127 H 3.971 2.087 3.317
128 H 2.192 3.834 1.648
129 H 2.936 4.436 3.192
130 H -0.311 3.004 4.027
131 H 0.240 4.357 3.025
132 H 0.815 4.246 4.702
133 H 3.498 2.188 0.436
134 H 2.657 1.313 1.488

C32H85N7O9 | wB97M-V/def2-TZVPD

2S+1   1
SMILES   COC[C@H](C)N.COC[C@H](C)N.COC[C@H](C)N.COC[C@H](C)N.COC[C@H](C)N.COCCNCCOC.COCCNCCOC
E_tot   -2330.44471 a.u.
ΔE to the lowest compared entry with this formula, charge and spin   13.07 kcal/mol

Geometry (Å):
1 C -1.966 32.183 6.328
2 O -1.466 32.695 5.127
3 C -2.230 32.307 3.979
4 C -3.469 33.165 3.848
5 C -4.558 32.387 3.095
6 N -3.075 34.363 3.062
7 H -1.546 32.740 7.162
8 H -1.673 31.131 6.491
9 H -3.062 32.145 6.341
10 H -1.558 32.380 3.129
11 H -2.455 31.244 4.143
12 H -3.861 33.465 4.821
13 H -4.177 31.944 2.176
14 H -5.422 33.011 2.868
15 H -4.905 31.601 3.773
16 H -2.223 34.715 3.496
17 H -3.744 35.109 3.230
18 C 2.219 22.289 8.463
19 O 0.995 22.677 9.022
20 C 1.194 23.433 10.192
21 C -0.125 23.999 10.692
22 C -0.879 24.565 9.484
23 N 0.125 25.018 11.718
24 H 2.864 23.162 8.289
25 H 2.062 21.784 7.512
26 H 2.769 21.612 9.130
27 H 1.732 22.840 10.943
28 H 1.837 24.299 9.945
29 H -0.736 23.176 11.076
30 H -1.254 23.730 8.883
31 H -0.209 25.102 8.808
32 H -1.754 25.149 9.775
33 H 1.005 25.475 11.497
34 H -0.561 25.758 11.618
35 C -2.253 19.349 5.789
36 O -0.858 19.606 5.823
37 C -0.081 18.448 5.976
38 C 1.159 18.758 6.800
39 C 2.144 17.604 6.752
40 N 0.899 19.127 8.191
41 H -2.753 20.312 5.861
42 H -2.540 18.745 6.654
43 H -2.530 18.869 4.845
44 H -0.623 17.588 6.402
45 H 0.216 18.072 4.982
46 H 1.581 19.641 6.310
47 H 1.989 16.803 7.474
48 H 3.171 17.961 6.884
49 H 2.206 17.140 5.759
50 H 0.245 18.511 8.657
51 H 0.548 20.074 8.251
52 C -0.937 21.308 1.941
53 O -0.389 22.213 1.008
54 C 0.337 23.234 1.642
55 C 0.821 24.233 0.621
56 C 1.886 23.677 -0.311
57 N 1.230 25.450 1.327
58 H -1.773 21.784 2.478
59 H -0.220 20.952 2.686
60 H -1.370 20.480 1.383
61 H -0.341 23.774 2.322
62 H 1.154 22.871 2.287
63 H -0.049 24.484 0.005
64 H 2.049 24.351 -1.154
65 H 1.595 22.692 -0.680
66 H 2.855 23.575 0.191
67 H 1.126 26.295 0.769
68 H 2.227 25.367 1.509
69 C 1.608 27.591 -1.426
70 O 0.508 27.515 -0.547
71 C 0.302 28.750 0.144
72 C -0.900 28.638 1.073
73 C -1.327 30.016 1.544
74 N -0.817 27.751 2.233
75 H 1.700 26.632 -1.930
76 H 2.559 27.800 -0.920
77 H 1.436 28.390 -2.157
78 H 1.234 29.064 0.631
79 H 0.018 29.507 -0.603
80 H -1.702 28.265 0.423
81 H -1.712 30.626 0.727
82 H -0.478 30.539 2.001
83 H -2.077 29.944 2.328
84 H -0.368 28.196 3.027
85 H -0.251 26.936 2.010
86 C -0.769 22.982 6.158
87 O -0.033 24.164 6.184
88 C -0.259 25.040 5.092
89 C -1.727 25.467 5.039
90 N -2.221 26.007 6.285
91 C -1.968 27.403 6.544
92 C -2.626 27.754 7.871
93 O -2.670 29.147 8.106
94 C -3.612 29.463 9.103
95 H -1.772 23.053 6.618
96 H -0.362 22.036 6.510
97 H -1.102 22.803 5.118
98 H 0.080 24.570 4.166
99 H 0.366 25.914 5.289
100 H -2.282 24.556 4.794
101 H -1.977 26.157 4.231
102 H -1.995 25.420 7.077
103 H -2.364 28.021 5.731
104 H -0.905 27.687 6.637
105 H -1.939 27.372 8.646
106 H -3.592 27.247 7.964
107 H -3.347 28.963 10.043
108 H -4.617 29.125 8.816
109 H -3.641 30.546 9.199
110 C -8.255 26.901 9.058
111 O -7.468 25.727 9.128
112 C -6.373 25.713 8.228
113 C -6.733 24.954 6.979
114 N -6.701 23.484 7.180
115 C -5.297 22.948 7.179
116 C -5.094 21.940 6.044
117 O -4.035 22.345 5.195
118 C -4.469 23.202 4.161
119 H -8.781 26.961 8.104
120 H -7.654 27.806 9.221
121 H -8.925 26.863 9.916
122 H -5.506 25.317 8.764
123 H -6.080 26.753 8.005
124 H -6.111 25.145 6.105
125 H -7.772 25.170 6.723
126 H -7.031 23.313 8.124
127 H -5.089 22.472 8.132
128 H -4.650 23.793 6.933
129 H -6.006 21.667 5.506
130 H -4.764 20.967 6.433
131 H -3.752 23.166 3.339
132 H -4.532 24.248 4.491
133 H -5.444 22.912 3.757

C32H88F2Li2N9O12S2 | wB97M-V/def2-TZVPD

2S+1   1
E_tot   -3678.32707 a.u.
Total charge   +1

Geometry (Å):
1 Li 0.627 3.712 0.733
2 Li -3.019 1.403 0.843
3 N 0.041 0.601 0.286
4 S 0.514 -0.005 -1.297
5 O 0.465 -1.468 -1.547
6 O 1.600 0.751 -1.904
7 F -0.802 0.502 -2.099
8 S 0.737 -0.463 1.101
9 O 2.192 -0.549 1.038
10 O -0.026 -1.679 1.295
11 F 0.564 0.262 2.534
12 C -4.467 0.786 6.126
13 C -4.935 1.983 5.341
14 C -5.214 3.255 6.215
15 O -5.489 4.541 5.608
16 C -6.697 4.450 4.867
17 N -3.935 2.418 4.367
18 H -4.994 0.571 7.055
19 H -3.482 1.003 6.540
20 H -4.351 -0.103 5.506
21 H -5.866 1.780 4.811
22 H -4.348 3.332 6.872
23 H -5.905 2.973 7.010
24 H -7.565 4.281 5.504
25 H -6.691 3.786 4.002
26 H -6.936 5.411 4.412
27 H -4.361 3.319 4.205
28 H -3.090 2.603 4.888
29 C -7.170 -1.803 -0.369
30 C -7.048 -1.535 1.161
31 C -8.060 -2.434 1.894
32 O -9.376 -1.991 1.575
33 C -10.433 -2.602 2.332
34 N -5.652 -1.660 1.418
35 H -8.196 -1.913 -0.718
36 H -6.708 -2.760 -0.612
37 H -6.740 -0.965 -0.916
38 H -7.485 -0.552 1.339
39 H -7.822 -2.318 2.951
40 H -7.885 -3.485 1.662
41 H -11.423 -2.181 2.153
42 H -10.198 -2.417 3.380
43 H -10.399 -3.677 2.150
44 H -5.619 -1.442 2.404
45 H -5.402 -2.637 1.464
46 C 7.681 -1.530 -0.293
47 C 7.822 -0.011 -0.087
48 C 7.337 0.815 -1.334
49 O 7.967 0.337 -2.476
50 C 7.728 1.281 -3.560
51 N 7.168 0.282 1.158
52 H 6.660 -1.910 -0.324
53 H 8.295 -2.034 0.454
54 H 8.173 -1.839 -1.215
55 H 8.822 0.366 0.124
56 H 7.602 1.861 -1.182
57 H 6.252 0.814 -1.438
58 H 6.675 1.279 -3.839
59 H 8.339 0.874 -4.366
60 H 8.109 2.294 -3.429
61 H 7.427 -0.420 1.836
62 H 6.220 -0.015 0.976
63 C 0.487 -1.782 -9.620
64 C -1.004 -2.155 -9.362
65 C -1.384 -2.452 -7.924
66 O -2.816 -2.506 -7.828
67 C -3.295 -2.414 -6.456
68 N -1.815 -0.989 -9.869
69 H 1.239 -2.517 -9.333
70 H 0.782 -0.865 -9.110
71 H 0.636 -1.563 -10.677
72 H -1.147 -3.074 -9.930
73 H -0.911 -1.689 -7.305
74 H -0.954 -3.417 -7.654
75 H -2.952 -1.501 -5.969
76 H -3.152 -3.220 -5.736
77 H -4.375 -2.289 -6.375
78 H -1.547 -0.097 -9.478
79 H -2.725 -1.208 -9.490
80 C 5.116 -1.740 7.496
81 C 6.644 -1.632 7.469
82 C 7.302 -1.912 8.858
83 O 6.915 -0.862 9.795
84 C 7.115 -1.219 11.131
85 N 7.067 -2.579 6.454
86 H 4.773 -1.157 8.351
87 H 4.811 -2.747 7.779
88 H 4.616 -1.449 6.572
89 H 6.954 -0.629 7.174
90 H 8.379 -2.065 8.788
91 H 6.998 -2.891 9.227
92 H 8.050 -1.734 11.352
93 H 6.265 -1.874 11.321
94 H 7.114 -0.336 11.770
95 H 6.605 -3.477 6.466
96 H 8.006 -2.862 6.696
97 C 2.444 3.663 -8.455
98 C 1.489 4.639 -7.816
99 C 0.119 3.900 -7.463
100 O -0.644 3.589 -8.612
101 C -1.132 4.628 -9.419
102 N 2.095 5.123 -6.597
103 H 3.387 4.172 -8.656
104 H 2.013 3.324 -9.398
105 H 2.659 2.723 -7.947
106 H 1.349 5.428 -8.555
107 H -0.468 4.503 -6.769
108 H 0.303 2.959 -6.945
109 H -0.309 5.088 -9.966
110 H -1.593 5.423 -8.833
111 H -1.878 4.229 -10.105
112 H 1.523 5.816 -6.137
113 H 2.052 4.318 -5.987
114 C 3.993 5.628 4.209
115 C 2.685 5.185 3.527
116 C 1.683 6.382 3.411
117 O 0.362 5.927 3.119
118 C -0.540 7.033 3.040
119 N 3.058 4.525 2.254
120 H 4.391 6.353 3.500
121 H 4.719 4.817 4.254
122 H 3.796 6.134 5.155
123 H 2.125 4.421 4.068
124 H 2.088 7.095 2.693
125 H 1.641 6.739 4.440
126 H -0.401 7.740 2.223
127 H -0.505 7.567 3.989
128 H -1.570 6.678 3.079
129 H 3.686 3.763 2.471
130 H 3.599 5.154 1.677
131 C -0.949 -7.241 -0.344
132 C -2.328 -6.568 -0.639
133 C -3.278 -7.438 -1.551
134 O -2.695 -7.573 -2.826
135 C -3.472 -8.436 -3.679
136 N -2.916 -6.207 0.639
137 H -0.211 -6.516 0.001
138 H -0.509 -7.723 -1.216
139 H -1.020 -8.007 0.428
140 H -2.179 -5.595 -1.107
141 H -4.263 -6.987 -1.667
142 H -3.482 -8.388 -1.057
143 H -4.552 -8.293 -3.668
144 H -3.187 -9.467 -3.466
145 H -3.171 -8.234 -4.706
146 H -2.755 -7.064 1.149
147 H -2.282 -5.562 1.089

> The highest E_tot belongs to which entry?

C32H85N7O9

> The highest 2S+1 belongs to which entry?

C32H83CrN7O11